Below is C14H19F19NO3PSi2 as an isolated structure in a non-equilibrium geometry, with properties calculated with ωB97M-V with the def2-TZVPD basis set.

XYZ file:
```
59
Properties=species:S:1:pos:R:3:forces:R:3
P -0.66533 -1.01746 -0.98757 -1.7 1.2 -1.9
Si -1.15324 2.71766 1.30328 0.0 -1.7 0.5
Si 0.36843 0.45551 0.33504 0.1 -0.6 3.3
F 6.80286 3.99420 2.46652 -0.6 -0.5 -0.2
F -5.26317 -4.15595 -4.50313 -0.2 -0.1 0.4
F -2.34663 -7.22692 -2.53199 0.1 0.5 0.2
F -1.99160 -1.18177 4.22458 5.1 -0.8 1.5
F -3.84819 -6.33991 -3.83569 0.6 0.3 0.2
F 1.33009 5.41701 0.14694 0.3 0.1 -0.2
F -1.48004 -4.63433 -1.79744 -0.2 -0.5 -0.4
F 3.57314 4.20025 -0.90810 -0.2 0.3 0.3
F 4.87193 4.97361 2.55166 0.5 -0.8 0.3
F -6.42590 -2.61064 -3.50745 0.0 -0.4 0.5
F -5.57888 -5.78845 -2.17416 -0.4 0.2 -0.1
F -0.19414 -2.27721 5.69589 -2.7 0.7 -4.2
F 3.73695 2.63710 1.27068 0.5 0.0 0.1
F 4.68491 2.26339 3.19495 0.3 0.4 -0.2
F -7.42879 -5.14495 -3.10425 0.1 0.3 -0.1
F 3.44080 6.32031 -1.37623 -0.1 0.1 0.6
F 0.42199 -2.97794 2.41595 1.3 2.5 3.1
F -3.53957 -5.04467 -1.26363 0.9 -0.4 -0.2
F 2.66924 4.80528 1.73873 -0.3 0.2 -0.3
O -3.07639 -3.68491 -3.01806 -0.3 -1.9 0.8
O -0.79626 1.00663 1.58144 1.5 1.7 -2.7
O 5.81208 4.50188 0.54291 -1.2 -0.5 1.5
N -1.64542 -0.15573 -1.98460 1.0 0.1 1.3
C -4.31587 -3.09471 -2.61649 0.4 1.1 0.0
C 3.65132 5.43759 -0.34880 0.5 -0.6 -0.6
C -5.58100 -3.66484 -3.27523 0.6 0.2 -0.8
C -0.61596 -1.71329 4.35934 1.0 -0.5 -0.4
C -6.33001 -4.69650 -2.43921 -0.9 -0.6 0.1
C -2.65264 -6.10506 -3.23674 -0.1 -0.8 -0.7
C 1.46449 -0.49031 2.95491 -0.4 -2.1 -1.6
C 5.08069 5.67093 0.16307 0.9 0.5 -0.4
C -2.71165 -4.87582 -2.32177 -0.5 2.1 0.5
C 2.55559 5.64995 0.68972 -1.1 0.2 0.2
C 1.78771 -0.48200 1.31740 0.8 0.6 0.8
C 5.57991 4.03998 1.87290 1.0 1.8 -0.8
C 4.93181 2.65078 1.91517 -0.4 -0.8 0.0
C 0.39196 -1.73900 3.25096 -2.0 1.2 0.5
H 5.64891 6.08102 -0.68096 -0.2 -0.3 0.0
H 0.30682 -1.78352 -1.77054 -0.6 0.1 1.0
H -1.52260 0.86063 -1.75983 -0.2 -1.2 -0.3
H 2.81821 0.08605 1.19042 -2.0 -1.2 0.1
H 0.08041 3.35740 0.82412 -0.1 0.0 -0.1
H -1.40927 -1.93216 -0.14695 0.9 0.1 -0.5
H -1.56852 3.43700 2.52074 0.0 -0.3 0.2
H 1.88096 -1.55601 0.86154 0.0 1.9 1.2
H 2.55907 6.67675 1.06720 0.2 0.0 -0.1
H 2.46760 -0.81846 3.51242 -2.3 0.7 -1.0
H -1.90199 -5.97517 -4.02273 0.0 0.2 0.2
H -2.25560 2.78085 0.32634 0.1 0.1 -0.1
H -6.67012 -4.26910 -1.49133 0.1 0.1 0.0
H 1.06829 0.54202 3.34883 0.6 -2.3 -0.7
H -4.23695 -2.05200 -2.94813 0.0 -0.3 -0.1
H 5.57639 1.90115 1.44540 0.1 0.2 0.0
H -4.40412 -3.02658 -1.52536 -0.1 -0.3 -0.3
H 0.91703 1.59665 -0.44235 -0.3 -0.3 -0.1
H 5.13028 6.45380 0.92966 -0.3 -0.3 -0.1
```
Positions in Å, forces in eV/Å.

orbital gap	0.23762	Ha
charge	0



Below is a 3-piece molecular cluster, C14H19F5O8 overall, with properties calculated with ωB97M-V with the def2-TZVPD basis set.

XYZ file:
```
46
Properties=species:S:1:pos:R:3:forces:R:3
F -2.86964 3.15739 6.91991 0.0 0.0 -0.1
F 3.91931 0.86674 -0.60277 0.0 0.0 0.0
F 2.15545 0.96408 -1.86590 0.0 -0.1 0.0
F 1.97281 1.21386 0.27283 0.0 -0.1 0.0
F 4.86599 1.51225 -4.84290 0.0 0.0 -0.1
O 1.25197 -1.51066 -0.92498 0.1 0.1 0.0
O 4.85950 -1.83743 -4.05258 0.0 0.0 0.1
O -4.03685 2.44213 5.12316 -0.1 -0.1 0.1
O -3.46800 0.86594 -1.06533 0.4 -0.1 0.2
O -4.43756 1.43431 3.14341 0.0 0.0 0.1
O 4.16527 -0.47277 -5.66990 -0.2 0.0 0.1
O -2.77046 0.72848 4.48219 0.1 0.0 0.0
O 4.07743 -2.70947 -5.97808 0.0 0.0 0.0
C -3.30567 2.05422 6.27008 0.0 0.0 -0.1
C -2.17101 1.24655 5.67268 0.1 0.0 0.0
C -1.07899 -1.94239 -0.50933 0.2 0.3 0.3
C 2.48759 -0.98951 -0.54395 0.1 -0.2 0.0
C 4.34220 -1.77473 -5.30613 0.1 0.0 0.0
C 0.13664 -1.07497 -0.14909 -0.4 0.1 0.1
C 4.29282 0.33021 -4.51244 0.1 0.0 -0.1
C -2.40124 -1.16477 -0.55938 0.1 -0.3 -0.4
C -2.80040 -0.45217 0.75594 0.0 0.4 -0.3
C -3.81212 1.52575 4.14295 0.1 0.1 0.0
C 2.61764 0.52275 -0.68267 -0.1 0.1 0.0
C 5.19284 -0.51259 -3.63430 0.0 0.0 0.1
C -3.04727 0.99420 0.29621 -0.2 -0.2 -0.2
C -2.50129 -0.04236 -1.61091 -0.5 0.3 0.2
H -2.89628 -0.37950 -2.57248 0.3 0.0 0.1
H -1.17821 -2.72015 0.25827 0.0 -0.1 -0.3
H 3.23920 -1.42606 -1.21257 -0.2 0.1 0.1
H 5.01008 -0.38783 -2.57101 -0.1 -0.1 0.0
H -1.82459 0.43513 6.30563 -0.1 -0.1 -0.1
H -0.07410 -0.01908 -0.35483 0.1 -0.1 0.0
H -3.17362 -1.88604 -0.84882 0.0 0.0 0.3
H 0.36984 -1.14911 0.92254 0.1 0.0 -0.1
H -0.87194 -2.43069 -1.46884 -0.1 0.1 0.1
H 3.30229 0.52599 -4.10014 0.0 0.1 0.0
H -1.33699 1.89819 5.40821 0.0 0.1 0.1
H -1.55610 0.50513 -1.74184 0.0 -0.2 -0.2
H 6.24161 -0.30866 -3.85528 0.0 0.1 0.0
H -3.96257 1.49291 6.93678 0.0 0.1 0.1
H 2.76762 -1.24730 0.48877 -0.1 0.1 -0.1
H -2.02638 -0.46351 1.53131 -0.2 -0.3 -0.1
H -2.11081 1.57598 0.29286 -0.1 0.0 0.3
H -3.81795 1.48401 0.89085 0.1 0.1 -0.3
H -3.73808 -0.87446 1.12186 0.2 0.1 0.3
```
Positions in Å, forces in eV/Å.

orbital gap	0.36738	Ha
structure (SMILES)	FC(F)(F)COCC[C@H]1CCOC1.O=C1OC[C@@H](F)O1.O=C1OC[C@@H](F)O1
charge	0



Below is an isolated ion of composition C14H19N2 and charge +1 in a non-equilibrium geometry, with properties calculated with ωB97M-V with the def2-TZVPD basis set.

XYZ file:
```
35
Properties=species:S:1:pos:R:3:forces:R:3
N -3.46546 -2.34566 -0.07172 -0.3 0.0 0.3
N 1.59963 -2.13093 0.91858 0.3 0.1 0.3
C 0.50369 2.72513 -0.44178 0.1 -0.2 -0.6
C -1.58362 -0.45353 -0.66461 0.4 0.1 -0.3
C -1.65073 -1.66082 -1.40302 -0.5 0.0 0.5
C 2.85167 -1.44417 0.59359 -0.3 -0.3 -0.5
C -2.50702 -0.23484 0.38410 -0.1 -0.2 0.0
C -3.44430 -1.23091 0.64433 0.3 0.5 0.0
C 1.97395 2.25277 -0.40737 -0.1 0.0 0.6
C 2.69970 -0.19331 -0.26126 0.3 0.2 0.4
C -0.60929 0.51543 -0.94702 0.0 0.1 0.0
C 2.28540 1.05434 0.51688 0.3 0.1 -0.4
C -2.59495 -2.58595 -1.08740 0.8 0.2 -0.6
C -1.48059 1.87807 0.81266 -0.4 0.0 0.4
C -2.44720 0.97080 1.12046 0.2 0.0 -0.2
C -0.53038 1.66911 -0.21087 0.0 0.0 0.1
H 1.47885 0.85400 1.22007 -0.2 -0.1 0.0
H 0.33941 3.54099 0.24935 0.0 0.1 0.3
H 0.07855 0.33567 -1.75718 0.1 0.0 -0.1
H -3.15253 1.16276 1.91000 -0.2 0.0 0.2
H -2.65745 -3.51049 -1.63186 -0.3 -0.2 0.1
H 3.66685 0.02220 -0.71578 0.1 0.1 -0.1
H -4.15581 -1.09280 1.44019 -0.3 -0.3 0.1
H 3.14791 1.32244 1.11955 0.1 0.0 0.3
H -0.95193 -1.83448 -2.20110 0.1 -0.1 -0.2
H 0.30517 3.14318 -1.42971 0.0 0.1 -0.1
H 2.55124 3.09937 -0.05178 0.1 0.2 -0.1
H 2.34425 2.05337 -1.40724 -0.1 -0.2 -0.2
H 2.03593 -0.39795 -1.09773 -0.3 -0.1 -0.1
H -1.43739 2.79269 1.38046 0.1 0.2 0.1
H 1.10541 -1.65649 1.66097 -0.2 0.0 -0.1
H 3.37962 -1.22717 1.51690 0.0 0.1 0.2
H 3.47620 -2.14778 0.04658 0.1 -0.1 0.0
H -4.16719 -3.03806 0.15115 0.0 -0.1 0.0
H 1.01241 -2.20698 0.10163 -0.2 0.0 0.0
```
Positions in Å, forces in eV/Å.

orbital gap	0.26452	Ha
energy relative to the best compared isomer or geometry (same formula, charge and spin)	0.00	kcal/mol
structure (SMILES)	NCCCCCc1ccc2c[nH+]ccc2c1
charge	+1



Q: Among the records above, which one has the highest orbital gap?
A: C14H19F5O8